AlH2O6P | ωB97M-V/def2-TZVPD

The geometry in XYZ format:
```
10
Properties=species:S:1:pos:R:3
H -0.77367 3.70677 0.40322
H -2.06794 0.54105 -2.19399
O 1.08221 -0.89352 -0.47724
O 0.50522 -3.04166 -0.00612
O -1.22992 0.69164 -1.71486
O -0.16701 -1.03560 1.64731
P 0.86115 -1.74868 0.72280
O 2.41155 -1.78796 0.92865
O -0.28543 2.86081 0.38108
Al -0.33616 0.70715 0.30914
```

- Charge: -2
- Kohn-Sham gap: 4.2 eV
- ΔE to the lowest compared entry with this formula, charge and spin: 0.0 kcal per mole
- E_tot: -1036.4631 a.u.
- Max |F|: 10.72 eV/A
- HOMO: 1.0768 eV
- Lowest unoccupied orbital energy: 5.27 eV